Here is a cluster of 8 separate species, C24H24F8O24 in total from the OMol25 dataset. Energies are from ωB97M-V/def2-TZVPD.

Output
Orbital gap ... 10.75 eV
Energy above the lowest of the compared OMol25 structures with the same formula, charge and spin ... 0.4816 eV
LUMO level ... -0.50 eV
Spin multiplicity ... 1
Net charge ... 0

Geometry (Å):
O: 15.180 4.556 -9.886
C: 14.210 5.074 -10.318
O: 13.179 5.549 -9.582
C: 12.102 5.809 -10.493
C: 12.868 6.165 -11.739
F: 13.316 7.462 -11.674
O: 13.955 5.285 -11.651
H: 11.559 4.875 -10.682
H: 11.382 6.514 -10.098
H: 12.375 6.040 -12.698
O: 5.875 0.956 -10.605
C: 5.968 1.077 -9.438
O: 6.103 0.067 -8.553
C: 6.458 0.572 -7.273
C: 6.386 2.095 -7.475
F: 7.665 2.621 -7.403
O: 5.893 2.266 -8.755
H: 5.801 0.177 -6.508
H: 7.508 0.362 -7.072
H: 5.773 2.670 -6.784
O: 9.378 12.652 -11.188
C: 8.519 12.526 -10.383
O: 7.991 13.498 -9.614
C: 7.307 12.847 -8.535
C: 6.866 11.558 -9.191
F: 5.709 11.713 -9.896
O: 7.907 11.334 -10.104
H: 8.001 12.702 -7.703
H: 6.516 13.500 -8.175
H: 6.760 10.705 -8.528
O: 8.008 2.612 -0.609
C: 7.957 3.462 -1.425
O: 8.083 4.795 -1.182
C: 7.665 5.484 -2.349
C: 7.988 4.475 -3.436
F: 9.260 4.492 -3.896
O: 7.754 3.268 -2.771
H: 6.606 5.750 -2.386
H: 8.229 6.413 -2.424
H: 7.290 4.589 -4.269
O: 4.598 10.340 -12.824
C: 4.947 9.612 -11.962
O: 4.289 9.390 -10.813
C: 4.984 8.442 -10.003
C: 6.285 8.199 -10.796
F: 6.477 6.864 -11.050
O: 6.063 8.815 -12.019
H: 5.166 8.949 -9.059
H: 4.432 7.512 -9.884
H: 7.155 8.522 -10.225
O: 12.664 7.292 -3.806
C: 11.817 8.065 -4.084
O: 10.506 7.770 -4.227
C: 9.827 8.886 -4.808
C: 10.767 10.026 -4.465
F: 10.424 10.585 -3.255
O: 12.011 9.405 -4.320
H: 9.815 8.710 -5.881
H: 8.857 9.043 -4.349
H: 10.871 10.842 -5.176
O: 9.466 7.021 -11.446
C: 9.486 7.940 -12.201
O: 9.098 9.181 -11.895
C: 9.271 10.042 -13.027
C: 9.466 9.037 -14.152
F: 10.310 9.413 -15.131
O: 9.996 7.898 -13.455
H: 8.382 10.660 -13.143
H: 10.082 10.747 -12.852
H: 8.516 8.698 -14.577
O: 7.474 8.701 -7.616
C: 7.948 7.612 -7.700
O: 8.331 7.009 -8.809
C: 8.527 5.598 -8.543
C: 8.897 5.682 -7.059
F: 10.260 5.827 -6.954
O: 8.247 6.823 -6.610
H: 7.571 5.121 -8.755
H: 9.310 5.232 -9.195
H: 8.689 4.752 -6.537



Here is a structure of composition C41H44Co2O7PSi2 from the OMol25 dataset. Energies are from ωB97M-V/def2-TZVPD.

Output
Orbital gap ... 5.07 eV
LUMO level ... 1.98 eV
Spin multiplicity ... 1
Net charge ... -1

Geometry (Å):
C: 0.494 6.442 -4.999
Si: 1.391 8.050 -4.723
C: 2.838 8.307 -5.872
C: 0.314 9.573 -4.779
O: 2.218 7.855 -3.248
C: 1.870 7.598 -1.996
C: 0.610 7.594 -1.480
C: 0.504 7.887 -0.056
O: 2.861 7.346 -1.147
Si: 4.295 6.417 -1.267
C: 3.901 4.861 -0.320
C: 4.614 5.964 -3.034
C: 5.583 7.425 -0.398
H: -0.157 6.495 -5.887
H: 1.226 5.635 -5.159
H: -0.120 6.174 -4.126
H: 2.515 8.290 -6.925
H: 3.306 9.282 -5.672
H: 3.612 7.542 -5.727
H: -0.308 9.559 -5.692
H: -0.340 9.684 -3.904
H: 0.940 10.477 -4.831
H: -0.252 7.686 -2.116
H: -0.348 8.561 0.127
H: 0.296 7.005 0.548
H: 1.437 8.339 0.317
H: 4.757 4.174 -0.406
H: 3.740 5.083 0.745
H: 3.027 4.314 -0.694
H: 5.453 5.248 -3.041
H: 3.751 5.437 -3.468
H: 4.894 6.823 -3.659
H: 6.543 6.886 -0.423
H: 5.745 8.403 -0.869
H: 5.322 7.583 0.660
O: -1.167 -1.857 -2.990
C: -0.946 -2.098 -1.881
Co: -0.692 -2.588 -0.170
C: -1.656 -1.378 0.754
O: -2.453 -0.654 1.176
C: -2.008 -3.822 -0.324
O: -2.906 -4.353 -0.844
C: 0.882 -3.232 0.474
C: 1.010 -1.973 -0.037
C: 1.770 -0.890 -0.406
C: 1.390 0.438 -0.044
C: 1.771 1.540 -0.854
C: 1.009 2.700 -0.780
C: 0.068 2.861 0.251
C: -0.109 1.864 1.211
C: 0.545 0.650 1.074
Co: -0.360 -3.847 1.899
C: -1.061 -2.738 3.044
O: -1.528 -2.062 3.869
C: 0.869 -4.682 2.810
O: 1.615 -5.277 3.474
P: -1.786 -5.492 2.156
C: -3.589 -5.247 2.186
C: -4.405 -6.333 2.543
C: -5.795 -6.190 2.604
C: -6.374 -4.943 2.327
C: -5.555 -3.860 1.980
C: -4.161 -3.997 1.925
C: -1.548 -6.824 0.909
C: -2.610 -7.365 0.171
C: -2.354 -8.365 -0.773
C: -1.042 -8.760 -1.046
C: 0.016 -8.213 -0.313
C: -0.230 -7.257 0.677
C: -1.632 -6.435 3.735
C: -1.338 -7.806 3.774
C: -1.235 -8.466 5.006
C: -1.435 -7.766 6.200
C: -1.748 -6.402 6.158
C: -1.850 -5.735 4.933
H: 1.532 -4.101 0.241
H: 2.559 -0.991 -1.139
H: 2.622 1.437 -1.539
H: 1.145 3.487 -1.519
H: -0.496 3.784 0.318
H: -0.771 2.029 2.058
H: 0.473 -0.172 1.801
H: -3.955 -7.303 2.769
H: -6.419 -7.053 2.855
H: -7.463 -4.822 2.388
H: -6.004 -2.891 1.751
H: -3.526 -3.134 1.696
H: -3.635 -7.027 0.340
H: -3.189 -8.825 -1.299
H: -0.842 -9.482 -1.843
H: 1.043 -8.526 -0.495
H: 0.598 -6.849 1.267
H: -1.205 -8.370 2.847
H: -1.001 -9.533 5.018
H: -1.339 -8.281 7.160
H: -1.917 -5.850 7.082
H: -2.116 -4.674 4.909



| no. | calculated total energy (Eh) |
| --- | --- |
| 1 | -3533.76399 |
| 2 | -5801.33814 |